Record 1
C33H54F3O16SY as an isolated structure. Source: the OMol25 dataset; level of theory: ωB97M-V with the def2-TZVPD basis set.

The geometry in XYZ format:
```
108
Properties=species:S:1:pos:R:3
Y 1.897 0.584 6.744
C 0.546 0.752 0.048
F 0.973 1.977 0.279
F -0.108 0.673 -1.108
F 1.666 -0.040 -0.018
S -0.553 0.395 1.610
O -1.347 1.596 1.875
O -1.310 -0.850 1.390
O 0.477 0.246 2.656
C 3.194 -5.413 -1.323
C 3.533 -6.787 -1.785
C 4.174 -7.428 -0.567
O 3.562 -6.817 0.499
C 2.719 -5.681 0.125
H 2.350 -4.989 -1.867
H 4.111 -4.824 -1.304
H 4.130 -6.870 -2.693
H 2.626 -7.299 -2.107
H 5.246 -7.229 -0.560
H 3.962 -8.495 -0.509
H 2.759 -4.790 0.752
H 1.674 -5.989 0.109
C -5.923 -0.288 -2.901
C -7.219 -0.520 -2.195
C -7.982 0.766 -2.480
O -6.959 1.717 -2.630
C -5.657 1.185 -2.590
H -5.991 -0.535 -3.960
H -5.182 -1.000 -2.535
H -7.098 -0.715 -1.129
H -7.702 -1.425 -2.563
H -8.573 1.096 -1.625
H -8.537 0.668 -3.413
H -5.178 1.233 -1.612
H -5.048 1.598 -3.394
C -0.053 -2.255 -6.564
C 0.386 -1.612 -7.884
C 1.503 -2.512 -8.271
O 1.090 -3.756 -7.772
C 0.048 -3.727 -6.819
H -1.041 -1.859 -6.327
H 0.644 -2.011 -5.763
H 0.698 -0.590 -7.668
H -0.479 -1.671 -8.545
H 2.450 -2.288 -7.782
H 1.590 -2.464 -9.357
H 0.315 -4.305 -5.934
H -0.868 -4.083 -7.291
O 5.530 -0.372 3.739
C 6.417 -0.984 3.106
O 6.883 -0.640 1.829
C 7.897 -1.513 1.433
C 7.624 -2.804 2.159
C 7.209 -2.218 3.536
H 8.869 -1.107 1.715
H 7.911 -1.811 0.385
H 8.539 -3.388 2.251
H 6.815 -3.415 1.758
H 8.116 -1.959 4.082
H 6.671 -2.941 4.150
O 2.065 4.634 4.089
C 2.218 5.606 3.282
O 3.202 5.728 2.421
C 2.893 6.588 1.358
C 1.838 7.548 1.904
C 1.246 6.747 3.085
H 2.509 6.005 0.521
H 3.781 7.066 0.943
H 1.053 7.712 1.165
H 2.323 8.449 2.281
H 0.272 6.287 2.917
H 1.262 7.193 4.079
O -8.342 6.687 3.907
C -7.832 5.589 3.648
O -6.711 5.168 4.334
C -6.279 3.908 3.871
C -7.305 3.421 2.906
C -8.249 4.542 2.577
H -6.159 3.193 4.685
H -5.300 4.099 3.431
H -7.854 2.570 3.311
H -6.759 3.032 2.046
H -9.327 4.383 2.565
H -8.060 4.965 1.590
O -2.213 -1.709 6.551
C -3.311 -2.188 6.241
O -4.424 -1.552 6.776
C -5.620 -2.281 6.426
C -5.172 -3.252 5.311
C -3.646 -3.516 5.601
H -6.443 -1.645 6.101
H -6.011 -2.869 7.256
H -5.268 -2.687 4.384
H -5.802 -4.141 5.295
H -3.041 -3.794 4.738
H -3.527 -4.291 6.358
O 3.484 4.347 -4.470
C 4.265 3.624 -3.867
O 5.100 4.093 -2.977
C 5.995 3.156 -2.458
C 6.037 2.085 -3.561
C 4.621 2.153 -4.100
H 5.586 2.753 -1.531
H 6.999 3.532 -2.258
H 6.351 1.154 -3.089
H 6.828 2.388 -4.248
H 3.991 1.399 -3.629
H 4.743 1.906 -5.154
```

The gap between HOMO and LUMO is 1.20 eV. The lowest unoccupied orbital energy is -11.52 eV. As for the relative energy (zero: lowest compared OMol25 entry of this formula, charge and spin): 16.826 eV. Its spin multiplicity is 1. Its total energy is -87858.216 eV. As for the charge: +2.

=====

Record 2
A 10-piece molecular cluster, C33H54N7O18S3 overall. Source: the OMol25 dataset; level of theory: ωB97M-V with the def2-TZVPD basis set.

The geometry in XYZ format:
```
115
Properties=species:S:1:pos:R:3
C -20.135 -16.105 -5.681
N -19.494 -14.878 -6.049
C -20.258 -14.010 -6.749
C -19.760 -12.681 -7.007
C -18.424 -12.435 -6.593
C -17.630 -13.412 -5.919
C -18.150 -14.717 -5.732
C -17.856 -11.070 -6.822
C -17.661 -10.271 -5.722
C -17.397 -8.875 -5.946
N -17.158 -8.385 -7.177
C -17.302 -9.212 -8.261
C -17.699 -10.553 -8.115
C -16.875 -6.927 -7.433
H -20.662 -15.899 -4.750
H -19.441 -16.913 -5.451
H -20.855 -16.459 -6.418
H -21.236 -14.348 -7.057
H -20.346 -11.902 -7.471
H -16.595 -13.353 -5.615
H -17.579 -15.473 -5.212
H -17.968 -10.652 -4.759
H -17.269 -8.165 -5.142
H -17.189 -8.679 -9.193
H -17.784 -11.200 -8.976
H -17.688 -6.390 -7.921
H -16.012 -6.995 -8.095
H -16.614 -6.353 -6.544
C -24.154 -16.918 -4.456
C -24.237 -16.491 -5.893
O -23.424 -15.667 -6.341
O -25.080 -17.086 -6.617
H -23.516 -16.267 -3.858
H -23.659 -17.887 -4.387
H -25.121 -16.861 -3.955
O -23.325 -12.500 -7.947
C -23.943 -13.041 -8.844
N -24.249 -14.325 -8.746
C -24.401 -12.270 -10.028
H -24.043 -14.829 -7.895
H -24.379 -14.892 -9.572
H -24.719 -12.912 -10.850
H -23.549 -11.707 -10.407
H -25.204 -11.597 -9.727
O -24.325 -11.769 -3.111
C -23.652 -12.399 -3.850
N -23.576 -13.741 -3.625
C -23.015 -11.731 -5.036
H -24.164 -14.183 -2.933
H -23.214 -14.217 -4.439
H -23.909 -11.397 -5.562
H -22.499 -12.471 -5.647
H -22.409 -10.884 -4.712
O -26.444 -22.147 -7.612
C -25.982 -21.212 -7.052
N -25.269 -20.367 -7.633
C -26.152 -21.026 -5.540
H -25.154 -19.460 -7.205
H -25.327 -20.440 -8.639
H -26.234 -19.952 -5.379
H -25.395 -21.629 -5.039
H -27.074 -21.379 -5.077
O -26.010 -19.941 -10.307
C -26.500 -18.834 -10.523
N -26.266 -17.833 -9.685
C -27.406 -18.528 -11.680
H -25.672 -18.045 -8.896
H -26.195 -16.915 -10.102
H -27.461 -17.458 -11.876
H -28.370 -18.697 -11.199
H -27.290 -19.043 -12.634
N -28.141 -18.701 -1.629
C -27.546 -18.474 -2.840
C -28.081 -17.502 -3.733
C -29.343 -16.881 -3.424
C -29.929 -17.261 -2.237
C -29.342 -18.106 -1.374
H -26.566 -18.916 -2.947
H -27.597 -17.191 -4.647
H -29.887 -16.188 -4.048
H -30.880 -16.767 -2.102
H -29.942 -18.278 -0.493
C -26.528 -13.799 -5.816
C -27.030 -14.020 -4.352
O -28.443 -13.848 -4.319
S -29.045 -13.915 -5.870
O -30.200 -12.999 -6.084
O -29.142 -15.305 -6.329
O -27.672 -13.175 -6.353
H -26.280 -14.759 -6.268
H -25.768 -13.020 -5.749
H -26.576 -13.374 -3.601
H -26.813 -14.993 -3.913
C -20.152 -20.260 -3.470
C -20.833 -20.761 -2.176
O -21.737 -21.726 -2.602
S -22.497 -21.260 -3.976
O -23.491 -20.251 -3.744
O -22.830 -22.382 -4.840
O -21.161 -20.452 -4.496
H -19.255 -20.877 -3.516
H -19.791 -19.255 -3.248
H -21.469 -20.005 -1.717
H -20.279 -21.308 -1.413
C -22.170 -16.855 -0.658
C -22.645 -17.454 0.640
O -21.421 -17.610 1.351
S -20.107 -17.962 0.380
O -19.941 -19.420 0.371
O -18.947 -17.139 0.753
O -20.933 -17.435 -1.018
H -22.167 -15.765 -0.629
H -22.846 -17.236 -1.424
H -23.226 -18.371 0.542
H -23.291 -16.778 1.200
```

The gap between HOMO and LUMO (alpha / beta) is 5.46 / 4.18 eV. The lowest unoccupied orbital energy (alpha / beta) is -6.99 / -8.26 eV. Its spin multiplicity is 2. Its total energy is -114867.017 eV. As for the charge: +2.

=====

Record 3
C33H55AlNO11 as an isolated structure. Source: the OMol25 dataset; level of theory: ωB97M-V with the def2-TZVPD basis set.

The geometry in XYZ format:
```
101
Properties=species:S:1:pos:R:3
C 7.980 -1.334 2.424
C 8.137 -0.119 1.511
C 9.251 0.047 0.741
C 9.349 1.142 -0.103
C 8.328 2.048 -0.162
C 8.344 3.253 -1.102
C 9.667 3.398 -1.877
C 7.231 2.992 -2.174
C 7.202 1.901 0.654
O 6.239 2.842 0.559
C 5.608 3.194 1.840
Al 3.742 2.356 1.991
C 2.318 3.729 1.408
C 1.285 2.960 0.528
C -0.194 3.318 0.815
N -1.003 2.144 0.404
C -2.432 2.328 0.645
C -3.192 1.233 -0.103
C -2.555 0.128 -0.607
C -3.209 -0.863 -1.305
C -4.573 -0.768 -1.498
C -5.211 0.344 -1.011
C -4.559 1.334 -0.331
O -5.215 2.459 0.153
C 7.117 0.806 1.492
H 8.715 -2.083 2.113
H 6.965 -1.725 2.337
H 8.213 -1.017 3.445
H 10.064 -0.673 0.779
H 10.222 1.301 -0.726
H 8.104 4.169 -0.555
H 10.550 3.368 -1.233
H 9.699 2.627 -2.655
H 9.649 4.363 -2.398
H 7.514 3.413 -3.146
H 6.257 3.352 -1.845
H 7.168 1.905 -2.303
H 5.468 4.286 1.807
H 6.274 3.011 2.694
H 3.439 1.735 3.452
H 3.657 1.167 0.882
H 1.872 4.265 2.253
H 2.847 4.435 0.748
H 1.486 3.016 -0.548
H 1.362 1.898 0.804
H -0.431 4.148 0.124
H -0.357 3.590 1.859
H -0.888 2.115 -0.608
H -2.814 3.325 0.386
H -2.635 2.137 1.710
H -1.484 0.019 -0.476
H -2.641 -1.711 -1.675
H -5.109 -1.553 -2.020
H -6.288 0.406 -1.168
H -5.711 2.212 0.943
H 6.226 0.700 2.103
C -8.758 -0.609 6.142
C -7.295 -0.218 6.089
O -6.976 0.462 4.868
C -7.353 1.737 4.805
O -7.914 2.359 5.670
O -7.011 2.210 3.604
C -7.431 3.552 3.358
H -9.029 -1.188 5.258
H -8.962 -1.204 7.033
H -9.399 0.272 6.162
H -6.674 -1.112 6.105
H -7.011 0.392 6.947
H -7.096 4.225 4.144
H -8.515 3.595 3.258
H -6.980 3.863 2.418
C 2.217 -2.214 -6.349
C 0.825 -2.314 -5.760
O 0.861 -2.362 -4.330
C 1.072 -1.184 -3.725
O 1.213 -0.125 -4.279
O 1.109 -1.396 -2.415
C 1.416 -0.231 -1.630
H 2.848 -3.021 -5.974
H 2.177 -2.271 -7.438
H 2.693 -1.275 -6.072
H 0.356 -3.244 -6.080
H 0.188 -1.495 -6.096
H 0.747 0.593 -1.869
H 2.452 0.062 -1.787
H 1.285 -0.493 -0.584
C -7.539 -7.302 -0.871
C -6.313 -8.044 -1.361
O -5.565 -7.263 -2.301
C -4.812 -6.297 -1.767
O -4.704 -6.049 -0.595
O -4.209 -5.647 -2.762
C -3.431 -4.521 -2.343
H -8.146 -6.969 -1.715
H -8.144 -7.944 -0.230
H -7.260 -6.415 -0.304
H -6.616 -8.944 -1.894
H -5.675 -8.354 -0.534
H -2.715 -4.801 -1.574
H -4.085 -3.728 -1.983
H -2.886 -4.160 -3.212
```

The gap between HOMO and LUMO is 6.57 eV. The lowest unoccupied orbital energy is 1.95 eV. Its spin multiplicity is 1. Its total energy is -65723.562 eV. As for the charge: -1.

=====

Record 4
An isolated ion of composition C33H55FN6OPS2 and charge +1. Source: the OMol25 dataset; level of theory: ωB97M-V with the def2-TZVPD basis set.

The geometry in XYZ format:
```
99
Properties=species:S:1:pos:R:3
C -0.342 -3.392 -1.175
C -0.527 -2.034 -0.492
C 0.212 -0.927 -1.243
F -0.647 -0.320 -2.179
C 0.926 0.110 -0.362
C 0.140 0.563 0.889
C -1.384 0.758 0.744
C -1.876 2.087 1.336
S -3.508 1.940 2.109
C -4.465 1.530 0.671
S -4.309 2.366 -0.712
N -5.422 0.489 0.763
C -6.732 0.882 1.221
C -7.682 -0.109 1.437
C -8.960 0.227 1.842
C -9.315 1.557 2.038
C -8.366 2.540 1.824
C -7.084 2.216 1.417
C -4.942 -0.754 1.325
C -4.744 -0.970 2.686
C -4.264 -2.190 3.135
C -3.996 -3.210 2.232
C -4.226 -3.009 0.878
C -4.690 -1.779 0.428
C 2.229 -0.604 0.133
C 3.542 -0.284 -0.610
C 4.345 0.915 -0.021
C 4.093 1.295 1.441
N 5.086 2.244 1.969
C 4.444 -1.543 -0.558
C 5.059 -1.833 0.822
C 5.523 -3.300 0.980
C 6.068 -3.972 -0.269
N 7.361 -3.396 -0.685
C 3.309 0.017 -2.120
P 3.269 -1.486 -3.262
N 2.292 -0.761 -4.514
O 4.769 -1.193 -3.843
N 2.104 0.902 -2.362
C 1.351 1.360 -1.146
C 0.245 2.335 -1.618
C 0.324 3.700 -0.918
C -0.928 4.574 -1.121
N -1.220 5.499 -0.027
H -0.420 -3.277 -2.259
H 0.659 -3.780 -0.970
H -1.081 -4.116 -0.840
H -0.181 -2.081 0.540
H -1.582 -1.759 -0.514
H 0.986 -1.420 -1.852
H 0.318 -0.128 1.712
H 0.574 1.514 1.217
H -1.728 0.677 -0.283
H -1.889 -0.047 1.285
H -1.201 2.482 2.094
H -2.023 2.813 0.538
H -7.439 -1.153 1.288
H -9.685 -0.563 1.991
H -10.322 1.805 2.343
H -8.632 3.580 1.960
H -6.373 3.012 1.244
H -4.973 -0.191 3.400
H -4.105 -2.334 4.196
H -3.623 -4.169 2.570
H -4.043 -3.789 0.150
H -4.864 -1.611 -0.629
H 2.075 -1.681 0.014
H 2.310 -0.435 1.203
H 5.411 0.711 -0.157
H 4.148 1.818 -0.611
H 4.083 0.429 2.097
H 3.130 1.814 1.498
H 5.899 1.736 2.301
H 5.443 2.822 1.214
H 3.861 -2.427 -0.819
H 5.269 -1.418 -1.267
H 4.268 -1.679 1.560
H 5.872 -1.143 1.049
H 4.683 -3.887 1.360
H 6.291 -3.335 1.755
H 6.241 -5.022 -0.017
H 5.344 -3.978 -1.088
H 7.531 -2.528 -0.195
H 7.375 -3.203 -1.676
H 4.163 0.615 -2.440
H 1.310 -0.858 -4.243
H 2.352 -1.375 -5.325
H 5.044 -1.886 -4.456
H 1.417 0.482 -2.985
H 2.419 1.734 -2.858
H 2.015 1.936 -0.500
H -0.748 1.902 -1.560
H 0.420 2.530 -2.683
H 0.574 3.590 0.141
H 1.168 4.237 -1.366
H -0.758 5.185 -2.010
H -1.808 3.957 -1.310
H -0.377 5.761 0.467
H -1.859 5.089 0.642
```

The gap between HOMO and LUMO is 7.40 eV. The lowest unoccupied orbital energy is -2.57 eV. Its spin multiplicity is 1. Its total energy is -79772.418 eV. As for the charge: +1.